[1]
{"formula": "CH3ClFNS", "method": "wB97M-V/def2-TZVPD", "symbols": ["Cl", "S", "F", "N", "C", "H", "H", "H"], "coordinates": [[-2.2902, -0.1709, 0.7056], [-0.7520, 0.0939, -0.6099], [1.0347, 1.1239, 0.8493], [0.0122, -1.1618, 0.2018], [0.6534, 1.0409, -0.4634], [0.4170, 2.0624, -0.7235], [-0.0895, -2.0886, -0.0918], [1.0143, -0.8997, 0.1317]], "forces_ev_per_angstrom": [[-1.744, 0.748, 0.749], [1.520, -1.451, -1.119], [1.181, -0.180, 0.385], [2.409, 1.041, 0.573], [-1.887, 1.605, 0.822], [0.162, 0.460, -0.766], [-0.803, -1.434, -0.867], [-0.838, -0.790, 0.221]], "lowdin_charge": [0.1873, 0.6015, -0.1237, -0.3352, -0.4522, 0.0415, 0.0274, 0.0534], "e_lumo_ha": -0.0045, "relative_energy_kcal_mol": 58.92, "homo_lumo_gap_ha": 0.32953, "e_tot_ha": -1052.7819}

[2]
{"formula": "C17H25Br18FNO2S", "method": "wB97M-V/def2-TZVPD", "symbols": ["Br", "Br", "Br", "Br", "Br", "Br", "Br", "Br", "Br", "Br", "Br", "Br", "Br", "Br", "Br", "Br", "Br", "Br", "S", "F", "O", "O", "N", "C", "C", "C", "C", "C", "C", "C", "C", "C", "C", "C", "C", "C", "C", "C", "C", "C", "H", "H", "H", "H", "H", "H", "H", "H", "H", "H", "H", "H", "H", "H", "H", "H", "H", "H", "H", "H", "H", "H", "H", "H", "H"], "coordinates": [[4.1612, 0.7772, -7.4272], [-0.8815, 3.1823, -4.2984], [2.9304, -7.9622, 5.9859], [5.2966, 6.5785, -0.8762], [3.5942, -4.9468, 2.0512], [5.7004, 4.7983, -3.5319], [5.0986, 3.3665, -0.7084], [2.6304, -2.0577, -7.3550], [1.2254, 0.9174, -3.3952], [-1.4209, 2.6252, 5.2020], [1.3246, -5.2836, 5.1914], [1.3085, 2.2172, 6.8658], [2.9211, -5.8051, -0.9812], [2.1368, 4.0055, -3.5259], [0.9466, 0.8040, 3.9924], [4.4612, -5.1274, 5.9137], [1.0246, 0.6209, -8.1495], [2.4448, -2.7653, -0.0234], [-2.5413, 2.7816, 0.1063], [-1.0846, -0.1343, 2.2480], [-1.2770, 3.5310, -0.3793], [-3.0345, 3.2998, 1.4970], [0.2039, 0.0003, 0.1701], [-0.8977, 0.6474, 0.9779], [-3.9363, 3.2249, -1.1220], [0.6695, 2.7711, -3.1985], [2.7753, -6.0403, 6.2435], [0.0555, 1.4248, 5.6063], [-3.6237, 0.3460, 1.0612], [-2.3073, 0.8864, 0.1818], [1.2735, -0.4523, 1.1863], [-5.2478, -1.7448, 0.3520], [2.4753, -0.1357, -7.0974], [2.3508, -0.9893, 1.9541], [-2.3385, 0.3759, -1.3718], [-0.2573, -1.2511, -0.5435], [-3.7948, -1.2843, 1.0386], [3.5169, -4.3738, 0.1938], [5.9228, 4.8855, -1.6014], [-1.2472, -0.7799, -1.7605], [0.6925, 0.7014, -0.4522], [-3.4261, -0.0250, -1.6564], [-4.7391, 3.9388, -0.6315], [-3.8872, -1.6242, 2.1772], [-5.7142, -2.5942, 1.0123], [2.2246, 0.0265, -6.0439], [-3.5799, 0.8040, 2.1397], [-0.5427, -0.3059, -2.5991], [3.2309, -1.7074, 2.3211], [0.3659, 2.9049, -2.1550], [-0.3735, 0.5432, 6.0939], [-4.5688, 0.8353, 0.5240], [-2.9010, -1.8622, 0.5520], [-1.7736, -1.7035, -2.3030], [-4.4562, 2.2257, -1.5026], [6.9978, 4.8297, -1.4005], [2.5246, -5.8781, 7.2970], [4.5392, -4.1195, -0.1051], [-5.9968, -0.8298, 0.4012], [-0.7432, -1.9528, 0.2564], [-3.4799, 3.7429, -2.0881], [-2.1513, 1.3105, -2.0876], [-4.9838, -2.0744, -0.7411], [0.6534, -1.8239, -1.0137], [-0.4698, 1.7043, 1.3325]], "forces_ev_per_angstrom": [[-0.462, -0.253, 0.065], [0.404, -0.248, 0.284], [-0.034, 0.577, -0.005], [0.104, -0.514, -0.227], [-0.145, 0.352, -0.480], [0.035, 0.029, 0.467], [0.138, 0.313, -0.193], [-0.039, 0.483, 0.038], [0.523, 0.476, -0.157], [0.425, -0.315, -0.025], [0.344, -0.169, 0.199], [-0.325, -0.183, -0.374], [0.120, 0.358, 0.343], [-0.477, -0.563, 0.066], [0.045, 0.419, 0.837], [-0.415, -0.220, -0.018], [0.381, -0.199, 0.264], [1.317, -2.112, -0.517], [0.442, 5.363, 3.035], [0.071, 1.451, -4.238], [-3.059, -3.204, 0.858], [1.599, -2.517, -4.619], [2.327, -1.443, 2.856], [-1.339, 2.281, 2.572], [-0.871, -0.621, -1.648], [-0.045, 0.786, 0.162], [-0.026, -0.116, 0.289], [-0.099, 0.015, 0.368], [-0.001, 0.444, -0.668], [-0.814, -1.037, 0.044], [8.242, -3.388, 5.497], [0.934, 0.544, 0.527], [-0.011, 0.062, 0.185], [-8.139, 3.746, -6.378], [-0.399, -0.003, -0.727], [-1.300, -1.470, -2.045], [-1.126, -0.158, 1.290], [0.400, -0.557, -0.442], [0.220, 0.161, 0.036], [0.372, 0.091, -0.978], [-0.773, -0.685, 0.374], [2.362, 0.938, 0.943], [2.018, -1.641, -0.587], [0.579, 0.740, -2.498], [0.975, 1.475, -1.662], [0.126, -0.060, -0.518], [0.069, -0.991, -2.185], [-1.805, -1.317, 2.116], [-2.416, 2.200, -0.524], [0.013, -0.008, -0.398], [0.212, 0.382, -0.245], [2.064, -1.019, 1.122], [-1.719, 1.222, 0.898], [1.182, 1.902, 1.636], [1.036, 2.133, 0.996], [-0.498, -0.006, -0.095], [0.113, -0.052, -0.490], [-0.464, -0.072, 0.114], [1.570, -1.959, -0.360], [0.908, 1.535, -1.430], [-0.616, -1.111, 2.327], [-0.273, -1.981, 1.530], [-1.098, 0.541, 2.063], [-2.026, 1.560, 0.956], [-0.860, -2.383, -0.628]], "lowdin_charge": [0.5612, 0.6087, 0.5714, 0.5699, 0.5744, 0.5378, 0.5224, 0.5562, 0.6847, 0.5789, 0.5235, 0.5758, 0.5942, 0.5934, 0.6855, 0.5408, 0.5528, 0.7744, 0.7777, -0.1063, -0.4014, -0.3895, -0.0278, -0.1551, -0.1374, -1.5522, -1.5980, -1.5722, -0.1483, -0.3445, -0.1797, -0.1162, -1.6221, -0.0123, -0.1395, -0.1655, -0.2184, -1.5310, -1.5932, -0.1590, 0.1821, 0.1419, 0.1088, 0.1263, 0.0862, -0.0949, 0.1314, -0.0115, 0.0984, -0.0567, -0.0191, 0.1212, 0.0942, 0.1512, 0.0799, -0.0212, -0.0212, -0.0141, 0.0859, 0.1569, 0.0848, 0.0957, 0.0768, 0.0260, 0.1769], "total_charge": 1, "e_lumo_ha": -0.1293, "homo_lumo_gap_ha": 0.31138, "e_tot_ha": -47697.5496}

[3]
{"formula": "C25H48Cl3HgN4O3SSi", "method": "wB97M-V/def2-TZVPD", "symbols": ["Hg", "Cl", "Cl", "Cl", "S", "Si", "O", "O", "O", "N", "N", "N", "N", "C", "C", "C", "C", "C", "C", "C", "C", "C", "C", "C", "C", "C", "C", "C", "C", "C", "C", "C", "C", "C", "C", "C", "C", "C", "H", "H", "H", "H", "H", "H", "H", "H", "H", "H", "H", "H", "H", "H", "H", "H", "H", "H", "H", "H", "H", "H", "H", "H", "H", "H", "H", "H", "H", "H", "H", "H", "H", "H", "H", "H", "H", "H", "H", "H", "H", "H", "H", "H", "H", "H", "H", "H"], "coordinates": [[0.2123, -0.2748, 0.0655], [0.6030, -7.4043, -2.6945], [2.6454, 0.4637, 0.8002], [0.2171, -2.7041, -0.5106], [-0.2821, -0.0401, 2.5394], [0.3535, -7.4064, -0.6151], [-0.6179, 2.1099, 0.9406], [-2.4585, -0.1274, 0.0529], [-0.1209, 0.8661, -1.8014], [-2.8361, 0.1824, -2.1658], [0.1059, 4.1832, 1.4652], [-0.2088, -1.2705, 4.6855], [0.4328, 1.1232, 4.8065], [1.4168, -6.0229, 0.0438], [2.2472, 4.8993, -2.3683], [1.0697, 1.2976, -2.2874], [0.5089, 1.3470, -4.6712], [0.7762, 2.3422, 4.0380], [-0.0917, -2.4228, 3.7825], [1.0278, 5.5881, -2.2501], [-2.3376, -1.1224, -2.5945], [1.4201, -0.7958, -3.6375], [-1.4705, -7.1285, -0.2993], [-0.1786, 4.8926, -2.0867], [0.0990, -0.0257, 4.1324], [-0.9555, -1.4365, 5.9383], [1.0491, 2.8312, -2.2161], [-3.2898, 1.0789, -3.2095], [-2.7847, 0.5805, -0.8720], [0.8303, 1.0489, 6.2155], [0.3316, 0.8508, -6.0598], [0.9176, -9.0897, -0.0033], [-1.2537, 4.5111, 1.8771], [1.1144, 5.2222, 1.3837], [2.2605, 3.5071, -2.3361], [1.0295, 0.6509, -3.6752], [-0.1689, 3.5001, -2.0552], [0.3483, 2.9574, 0.9685], [-0.1224, 1.0193, 6.7725], [-1.5391, -0.9909, -3.3427], [-1.2842, -0.4429, 6.2772], [-0.7197, -2.4532, 2.8733], [1.0260, 6.6727, -2.2811], [1.9816, 0.9291, -1.7572], [-1.1323, 5.4184, -1.9926], [1.1910, 3.0582, 4.7620], [3.1651, 2.8967, -2.4344], [-3.0283, 1.6787, -0.7233], [1.4095, 1.9776, 6.3848], [-2.4668, 1.3281, -3.8902], [1.5208, 2.1753, 3.2501], [-1.2070, 4.9852, 2.8650], [2.5154, -0.8513, -3.5283], [0.8082, -9.1398, 1.0859], [0.5699, -0.2072, -6.1608], [0.9891, -1.3336, -2.7681], [1.3696, 2.6933, 0.7033], [-1.7898, -2.1321, 5.7533], [1.0997, -5.0523, -0.3627], [0.3204, -9.8943, -0.4468], [-4.1020, 0.6038, -3.7670], [0.9741, 1.4271, -6.7280], [-1.7008, 5.2178, 1.1655], [-3.1541, -1.6773, -3.0769], [-1.8747, 3.6110, 1.9298], [1.3184, -5.9830, 1.1351], [2.4705, -6.1942, -0.2063], [-1.0906, 2.9214, -1.9230], [-2.0720, -7.9281, -0.7464], [0.2244, 2.3964, -4.4942], [-1.9469, -1.6943, -1.7472], [2.0303, 4.7565, 0.9984], [1.9702, -9.2656, -0.2521], [-0.1045, 2.7934, 3.5727], [1.1210, -1.3016, -4.5632], [1.4360, 0.1329, 6.3444], [-1.6527, -7.1157, 0.7810], [-0.3486, -3.2864, 4.4043], [0.9461, -2.5247, 3.4412], [-0.6965, 1.0231, -6.3823], [-0.1797, -1.8788, 6.5745], [3.1908, 5.4223, -2.4885], [-1.7879, -6.1676, -0.7194], [0.7666, 6.0104, 0.6971], [1.2765, 5.6180, 2.3983], [-3.6529, 1.9856, -2.7125]], "forces_ev_per_angstrom": [[0.604, 0.151, -0.958], [-0.017, -0.127, -0.017], [0.136, 0.085, -0.086], [-0.110, -0.095, 0.141], [-0.194, 1.366, -0.266], [0.117, 0.345, -0.029], [3.074, 2.727, -0.724], [0.002, -0.407, 0.651], [-1.003, -1.359, 1.967], [-0.264, -0.078, 0.089], [0.043, -0.077, -0.258], [0.685, 1.217, 0.302], [0.382, -1.007, -0.395], [-0.160, -0.265, -0.047], [-0.241, -0.102, 0.120], [-0.006, 0.311, -0.608], [0.216, 0.243, -0.338], [-0.148, -0.108, 0.408], [0.005, -0.732, 0.524], [0.167, -0.175, 0.000], [-0.096, 0.163, -0.120], [0.199, -0.066, -0.182], [0.141, -0.097, -0.018], [0.344, -0.055, 0.011], [-1.376, -0.766, -0.559], [1.220, -0.075, -0.832], [0.447, -0.900, -0.396], [0.313, -0.078, 0.589], [0.122, 0.790, -0.979], [-0.315, 0.242, -0.947], [-0.277, 0.167, -0.211], [-0.073, 0.028, -0.048], [0.334, 0.391, 0.027], [-0.455, -0.248, 0.209], [-0.600, 0.244, -0.101], [0.436, 0.831, 0.846], [0.239, 0.211, -0.189], [-4.002, -2.497, 0.322], [0.933, 0.137, 0.549], [-0.131, 0.101, 0.356], [-0.113, -0.733, 0.060], [0.014, 0.348, 0.699], [-0.004, -0.020, -0.005], [-0.353, 0.301, -0.105], [0.342, 0.012, -0.015], [-0.147, -0.157, -0.232], [-0.203, 0.446, 0.043], [-0.002, -0.875, -0.188], [-0.309, -0.813, 0.502], [-0.062, 0.001, 0.066], [-0.153, -0.335, 0.157], [-0.107, 0.043, -0.092], [-0.237, -0.158, -0.097], [0.025, -0.023, -0.084], [-0.035, 0.055, -0.088], [0.099, 0.429, -0.486], [0.147, 0.010, -0.194], [0.181, 0.413, 0.314], [0.111, -0.225, 0.132], [0.080, 0.113, 0.062], [-0.018, 0.136, -0.060], [0.033, -0.084, -0.218], [0.001, -0.062, 0.098], [0.048, -0.012, 0.126], [0.396, 0.171, -0.098], [0.061, 0.077, -0.083], [-0.161, 0.055, 0.042], [0.560, 0.148, -0.060], [0.070, 0.121, 0.068], [0.230, -0.463, -0.091], [-0.107, 0.249, -0.184], [-0.167, 0.335, 0.090], [-0.157, 0.054, 0.033], [0.062, -0.291, 0.130], [0.174, -0.120, 0.269], [-0.249, 0.518, 0.396], [-0.054, 0.034, -0.097], [0.174, -0.126, -0.043], [-0.253, 0.034, 0.054], [-0.119, -0.130, -0.230], [-0.892, -0.019, 0.924], [-0.162, 0.206, 0.032], [0.077, -0.136, 0.097], [0.329, -0.094, 0.241], [0.165, 0.171, -0.340], [-0.008, -0.041, -0.347]], "lowdin_charge": [0.6342, 0.2604, -0.2552, -0.1259, 0.7700, 0.1035, -0.2193, -0.0684, -0.3341, -0.1903, -0.2015, -0.2602, -0.1941, -0.2330, -0.0988, -0.4729, -0.1443, -0.0607, -0.1441, -0.1263, -0.0512, -0.0473, -0.2182, -0.0974, -0.6786, -0.0602, -0.1841, -0.0638, -0.3745, -0.0523, -0.1115, -0.2286, -0.0479, -0.0481, -0.0329, -0.2464, -0.0447, -0.3364, 0.0723, 0.0854, 0.0714, 0.0461, 0.0850, 0.0734, 0.0961, 0.0797, 0.1239, 0.1423, 0.0835, 0.0816, 0.0715, 0.0821, 0.0895, 0.0269, 0.0558, 0.0255, 0.0604, 0.0903, -0.0700, 0.0240, 0.0801, 0.0654, 0.0865, 0.0824, 0.0891, 0.0334, 0.0324, 0.1077, 0.0250, 0.1104, 0.0195, 0.0958, 0.0263, 0.0646, 0.0622, 0.0981, 0.0298, 0.0755, 0.0929, 0.0599, 0.0843, 0.0895, 0.0348, 0.0805, 0.0830, 0.0792], "total_charge": -1, "e_lumo_ha": 0.0877, "relative_energy_kcal_mol": 35.71, "homo_lumo_gap_ha": 0.25687, "e_tot_ha": -3647.9214}